Entry 1:
Computed, not measured: 4 unconnected molecules or ions with the total composition C18H21N4O4S, with ωB97M-V/def2-TZVPD.

The value obtained for the total energy is -1616.64823 Ha. Its charge is -1. For the largest force on an atom, the calculation gives 0.1407 Eh/bohr. As for the spin multiplicity: 1. The calculation puts the HOMO-LUMO gap at 7.98 eV. Its LUMO energy is 2.8 eV. For the HOMO energy, the calculation gives -5.2 eV.

Cartesian coordinates (Å):
1 S -2.690 0.308 -0.259
2 O -1.786 -0.772 -0.835
3 O 0.347 2.566 0.282
4 O -4.111 -0.253 -0.388
5 O 0.681 0.312 0.520
6 N 0.379 7.259 0.341
7 N -3.362 -4.312 -2.921
8 N 4.163 -2.193 1.523
9 N -2.434 0.545 1.429
10 C -3.249 -5.647 -3.023
11 C 1.614 5.213 0.638
12 C 3.093 -4.350 1.569
13 C 3.022 -1.685 1.024
14 C 0.496 5.924 0.234
15 C -2.313 -3.655 -2.397
16 C 2.678 5.918 1.182
17 C 2.585 7.299 1.303
18 C 1.926 -3.798 1.054
19 C -2.658 1.851 -1.281
20 C 4.174 -3.511 1.785
21 C -1.336 1.523 1.743
22 C -1.150 -4.276 -1.969
23 C -1.062 -5.656 -2.084
24 C 1.885 -2.439 0.776
25 C -0.043 1.441 0.802
26 C 1.422 7.917 0.873
27 C -2.132 -6.360 -2.621
28 H -0.334 -3.696 -1.556
29 H 1.652 4.135 0.530
30 H -2.037 1.620 -2.228
31 H 0.992 -1.975 0.375
32 H 3.039 -0.620 0.820
33 H -4.110 -6.152 -3.451
34 H 1.300 8.993 0.950
35 H -0.360 5.418 -0.200
36 H 3.397 7.880 1.723
37 H -3.724 2.202 -1.544
38 H -2.097 -7.438 -2.724
39 H -0.168 -6.178 -1.759
40 H -2.166 2.687 -0.672
41 H -1.716 2.605 1.790
42 H 1.057 -4.422 0.872
43 H -2.430 -2.579 -2.323
44 H 3.572 5.397 1.510
45 H -0.972 1.264 2.813
46 H -3.301 0.992 1.785
47 H 3.159 -5.407 1.797
48 H 5.106 -3.895 2.189

Atomic partial charges in e from the Löwdin method, atoms 1 to 8: S 0.700; O -0.371; O -0.128; O -0.424; O -0.151; N 0.038; N 0.055; N 0.042

Entry 2:
Computed, not measured: a single C5H10O2 molecule, with ωB97M-V/def2-TZVPD.

The value obtained for the total energy is -346.85692 Ha. As for the structure (SMILES): C/C=C/OOCC. For the largest force on an atom, the calculation gives 0.0073 Eh/bohr. As for the spin multiplicity: 1. The calculation puts the HOMO-LUMO gap at 10.41 eV. Its LUMO energy is 1.2 eV. For the HOMO energy, the calculation gives -9.2 eV.

Cartesian coordinates (Å):
1 O 0.419 -0.928 0.635
2 O -0.256 -0.752 -0.642
3 C -1.875 0.734 0.250
4 C 2.564 -1.061 -0.557
5 C -2.515 2.076 0.435
6 C -0.865 0.484 -0.578
7 C 1.553 -1.726 0.360
8 H -2.114 2.815 -0.265
9 H 1.976 -1.881 1.359
10 H -3.601 2.029 0.299
11 H 1.230 -2.693 -0.045
12 H -2.226 -0.080 0.882
13 H 3.499 -1.631 -0.552
14 H 2.775 -0.047 -0.206
15 H -0.418 1.223 -1.246
16 H -2.336 2.444 1.452
17 H 2.190 -1.007 -1.582

Atomic partial charges in e from the Löwdin method, atoms 1 to 8: O -0.112; O -0.095; C -0.122; C -0.080; C -0.102; C -0.159; C -0.265; H 0.073

Entry 3:
Computed, not measured: a molecular structure, C5H7BF4N9PtSTe, with ωB97M-V/def2-TZVPD.

The expectation value of S² is 0.762. The value obtained for the total energy is -1897.64852 Ha. Its charge is -2. For the largest force on an atom, the calculation gives 0.0116 Eh/bohr. As for the spin multiplicity: 2. The calculation puts the HOMO-LUMO gap (alpha / beta) at 5.50 / 7.39 eV. Its LUMO energy (alpha / beta) is 4.4 / 4.3 eV. For the HOMO energy (alpha / beta), the calculation gives -1.1 / -3.1 eV.

Cartesian coordinates (Å):
1 Pt -1.132 0.014 0.950
2 Te 0.908 1.146 -0.514
3 S -3.372 1.973 -0.630
4 F 2.384 -0.928 -5.367
5 F 2.222 1.370 -5.399
6 F 0.459 0.106 -4.631
7 F 2.388 0.262 -3.390
8 N -2.503 -3.827 2.487
9 N -3.294 -2.308 1.152
10 N 1.802 -2.023 3.319
11 N 1.668 -0.179 2.195
12 N -3.544 -3.436 1.718
13 N -2.057 -1.904 1.526
14 N -0.399 -2.848 2.994
15 N 0.464 -0.798 2.085
16 N 2.440 -0.906 2.918
17 C -2.398 1.095 0.214
18 C -1.619 -2.857 2.342
19 C 0.070 2.222 -2.141
20 C 0.841 2.831 0.804
21 C 0.594 -1.919 2.786
22 B 1.865 0.196 -4.700
23 H -0.955 2.507 -1.918
24 H -0.121 -3.705 3.436
25 H -0.186 3.182 0.852
26 H 1.512 3.615 0.456
27 H 1.162 2.447 1.769
28 H 0.688 3.103 -2.304
29 H 0.115 1.569 -3.009

Atomic partial charges in e from the Löwdin method, atoms 1 to 8: Pt 0.764; Te 1.280; S 0.562; F 0.076; F 0.065; F 0.069; F 0.041; N -0.006

Entry 4:
Computed, not measured: a molecular structure, C12H17AlF2NOS, with ωB97M-V/def2-TZVPD.

The value obtained for the total energy is -1437.89285 Ha. Its charge is -1. For the largest force on an atom, the calculation gives 0.0253 Eh/bohr. As for the spin multiplicity: 1. The calculation puts the HOMO-LUMO gap at 8.19 eV. Its LUMO energy is 3.0 eV. For the HOMO energy, the calculation gives -5.1 eV.

Cartesian coordinates (Å):
1 S 2.426 -1.199 3.606
2 Al 0.149 0.956 -0.134
3 F -0.353 1.013 2.740
4 F -2.179 3.302 -2.773
5 O -2.542 1.306 -2.013
6 N -0.643 -1.920 0.046
7 C -0.312 -0.917 -0.810
8 C 2.158 1.022 0.098
9 C 2.696 0.500 1.437
10 C 2.104 -0.842 1.838
11 C -0.839 -3.467 -1.802
12 C -0.896 -3.131 -0.457
13 C -0.378 2.293 -1.613
14 C -1.755 2.171 -2.115
15 C -0.904 1.498 1.513
16 C -0.232 -1.200 -2.183
17 C -2.373 1.137 1.515
18 C -0.482 -2.464 -2.702
19 H 0.285 2.202 -2.472
20 H -0.292 3.300 -1.205
21 H 3.780 0.374 1.365
22 H 0.024 -0.395 -2.861
23 H -2.865 1.580 2.389
24 H -0.424 -2.659 -3.763
25 H -1.171 -3.905 0.254
26 H 2.497 1.212 2.233
27 H 1.187 -1.527 3.980
28 H -2.853 1.560 0.637
29 H -1.056 -4.470 -2.134
30 H 1.027 -0.874 1.708
31 H 2.516 -1.658 1.254
32 H -2.527 0.063 1.566
33 H 2.599 0.483 -0.742
34 H 2.470 2.067 0.000
35 H -0.844 2.591 1.598

Atomic partial charges in e from the Löwdin method, atoms 1 to 8: S 0.657; Al 0.426; F -0.135; F 0.023; O 0.130; N 0.043; C -0.224; C -0.232

Entry 5:
Computed, not measured: a molecular structure, ClH6Na4O7, with ωB97M-V/def2-TZVPD.

The value obtained for the total energy is -1638.58702 Ha. Its charge is +3. For the largest force on an atom, the calculation gives 0.0892 Eh/bohr. As for the spin multiplicity: 1. The calculation puts the HOMO-LUMO gap at 8.66 eV. Its LUMO energy is -9.9 eV. For the HOMO energy, the calculation gives -18.5 eV.

Cartesian coordinates (Å):
1 Cl 0.020 0.330 0.369
2 Na -0.904 4.150 -0.551
3 Na 4.047 0.721 0.648
4 Na 0.349 -2.973 2.201
5 Na -0.335 0.139 -3.516
6 O 0.844 -2.458 -2.618
7 O -0.496 0.050 -0.949
8 O 1.415 0.171 0.549
9 O 0.822 3.413 3.036
10 O -0.670 -0.609 1.218
11 O -3.232 -1.916 -0.569
12 O -0.374 1.668 0.724
13 H 1.016 3.669 2.135
14 H 0.761 -2.207 -1.698
15 H -3.548 -2.565 -1.198
16 H 0.986 -3.404 -2.597
17 H 1.587 3.697 3.537
18 H -2.287 -1.876 -0.720

Atomic partial charges in e from the Löwdin method, atoms 1 to 8: Cl 0.678; Na 0.920; Na 0.914; Na 0.911; Na 0.854; O -0.027; O -0.357; O -0.342

Entry 6:
Computed, not measured: 7 unconnected molecules or ions with the total composition C30H79ClN6O4, with ωB97M-V/def2-TZVPD.

The value obtained for the total energy is -2279.61877 Ha. For the largest force on an atom, the calculation gives 0.0409 Eh/bohr. As for the spin multiplicity: 1. The calculation puts the HOMO-LUMO gap at 6.10 eV. Its LUMO energy is -1.5 eV. For the HOMO energy, the calculation gives -7.6 eV.

Cartesian coordinates (Å):
1 Cl -3.039 0.473 1.411
2 O -3.682 -0.687 0.863
3 O -3.355 1.653 0.641
4 O -3.420 0.542 2.782
5 O -1.631 0.255 1.246
6 N 2.474 6.483 0.521
7 N 1.257 -2.236 -4.433
8 N -8.536 2.952 -4.814
9 N 3.688 -0.106 6.576
10 N -0.938 -4.196 -1.294
11 N 1.353 -6.204 1.888
12 C -8.457 2.067 -3.669
13 C -0.901 -5.835 2.953
14 C 2.290 -7.250 1.500
15 C -7.256 3.204 -5.577
16 C 1.425 6.879 -0.447
17 C 5.425 -1.049 8.029
18 C 0.243 -6.827 2.673
19 C 4.415 0.374 4.265
20 C 3.339 -1.511 -3.082
21 C 0.822 5.751 2.137
22 C 2.044 -5.166 2.726
23 C 0.894 -2.765 -5.756
24 C 2.115 5.433 1.476
25 C 4.151 -0.201 7.966
26 C 4.971 6.158 0.831
27 C 2.755 -5.564 3.997
28 C 3.242 -6.819 0.379
29 C -9.332 4.186 -4.586
30 C 2.315 0.425 6.551
31 C 4.564 0.742 5.746
32 C 2.779 -2.263 -4.294
33 C 0.817 -0.829 -4.338
34 C 1.294 -0.730 6.851
35 C 1.012 5.723 -1.320
36 C 3.753 6.274 -0.141
37 C -7.997 0.679 -3.952
38 C -9.830 4.848 -5.842
39 C -6.205 4.150 -4.875
40 C 1.328 -4.238 -5.885
41 C -0.715 -0.591 -4.463
42 H 1.833 5.228 -1.839
43 H -8.520 0.322 -4.840
44 H 0.636 4.889 -0.727
45 H 1.820 -8.182 1.185
46 H 1.989 0.810 5.585
47 H 1.029 -0.425 -3.348
48 H 0.963 -4.782 -5.014
49 H -10.436 5.747 -5.729
50 H 2.763 -4.609 2.125
51 H 3.361 0.235 4.027
52 H -1.250 -5.186 2.149
53 H -5.275 4.339 -5.411
54 H 3.867 -5.940 0.535
55 H 4.298 0.795 8.383
56 H -0.009 5.438 1.505
57 H 4.323 1.795 5.894
58 H -1.047 -0.945 -5.440
59 H 2.849 -1.626 -2.115
60 H -0.176 -2.645 -5.922
61 H -10.365 4.145 -6.482
62 H 5.005 5.299 1.501
63 H 3.914 6.987 -0.949
64 H 3.333 -0.434 -3.245
65 H -7.591 3.600 -6.536
66 H 1.846 7.686 -1.046
67 H -8.294 -0.028 -3.178
68 H 5.897 6.283 0.269
69 H 3.692 5.366 -0.742
70 H -9.448 2.015 -3.219
71 H 5.651 -1.418 9.029
72 H 2.407 -4.387 -5.841
73 H 1.350 -4.356 2.947
74 H 4.407 -1.722 -3.027
75 H -0.219 -7.647 2.123
76 H 3.465 -0.748 8.614
77 H 0.611 -7.363 3.548
78 H -8.758 4.926 -4.029
79 H 1.322 -2.206 -6.589
80 H 1.391 -1.306 7.771
81 H 0.207 5.970 -2.012
82 H 0.986 -4.797 -6.756
83 H -0.617 -5.161 3.761
84 H 0.734 6.757 2.548
85 H 6.308 -0.527 7.661
86 H -6.824 2.237 -5.837
87 H 2.845 -4.733 4.696
88 H 0.558 7.320 0.044
89 H -0.303 -4.685 -0.680
90 H 4.917 1.022 3.546
91 H 4.825 -0.622 4.096
92 H 1.281 -1.312 5.930
93 H 2.741 -7.580 2.436
94 H -0.907 0.477 -4.362
95 H -1.439 -3.485 -0.781
96 H -7.833 2.539 -2.910
97 H -8.966 5.217 -6.394
98 H 1.337 -0.199 -5.060
99 H 2.010 4.499 0.925
100 H 5.378 -1.897 7.345
101 H 0.610 5.051 2.945
102 H 2.647 -6.594 -0.506
103 H 2.135 1.287 7.194
104 H -6.931 0.646 -4.177
105 H -1.307 -1.170 -3.754
106 H 4.942 7.019 1.499
107 H 5.623 0.684 5.996
108 H 3.355 -1.994 -5.179
109 H -10.238 3.981 -4.016
110 H -1.738 -6.397 3.367
111 H 3.938 -7.653 0.298
112 H 2.890 5.365 2.240
113 H 3.779 -5.893 3.823
114 H 0.290 -0.305 6.862
115 H -1.633 -4.831 -1.662
116 H -5.915 3.765 -3.898
117 H 3.009 -3.314 -4.120
118 H -6.506 5.193 -4.775
119 H -0.436 -3.736 -2.039
120 H 2.141 -6.275 4.550

Atomic partial charges in e from the Löwdin method, atoms 1 to 8: Cl 0.583; O -0.423; O -0.378; O -0.361; O -0.419; N -0.199; N -0.167; N -0.183

Entry 7:
Computed, not measured: a single C3H4FNS2 molecule, with ωB97M-V/def2-TZVPD.

The value obtained for the total energy is -1067.67072 Ha. As for the structure (SMILES): FCC(=S)NC=S. For the largest force on an atom, the calculation gives 0.0406 Eh/bohr. As for the spin multiplicity: 1. The calculation puts the HOMO-LUMO gap at 7.53 eV. Its LUMO energy is -0.7 eV. For the HOMO energy, the calculation gives -8.3 eV.

Cartesian coordinates (Å):
1 S -0.996 0.148 2.040
2 S -1.023 2.907 0.239
3 F 0.504 -1.900 -1.079
4 N 0.349 0.622 -0.288
5 C -0.119 1.901 -0.625
6 C -0.151 -0.192 0.674
7 C 0.184 -1.621 0.316
8 H 1.088 -1.952 0.927
9 H 0.198 2.243 -1.662
10 H 0.641 0.101 -1.113
11 H -0.675 -2.256 0.570

Atomic partial charges in e from the Löwdin method, atoms 1 to 8: S 0.702; S 0.673; F -0.100; N -0.046; C -0.700; C -0.833; C -0.161; H 0.145

Entry 8:
Computed, not measured: a molecular structure, C35H38AuN2O10PSTe, with ωB97M-V/def2-TZVPD.

The value obtained for the total energy is -3361.65783 Ha. Its charge is -2. For the largest force on an atom, the calculation gives 0.0307 Eh/bohr. As for the spin multiplicity: 1. The calculation puts the HOMO-LUMO gap (alpha / beta) at 5.69 / 5.41 eV. Its LUMO energy (alpha / beta) is 3.5 / 3.2 eV. For the HOMO energy (alpha / beta), the calculation gives -2.2 / -2.2 eV.

Cartesian coordinates (Å):
1 Au -0.113 -2.551 -0.493
2 Te -1.238 -0.132 -5.241
3 S -2.438 -4.443 -0.182
4 P -1.632 0.108 -2.927
5 O 0.680 -4.706 0.271
6 O -0.196 -1.937 1.640
7 O 1.869 1.697 0.284
8 O 1.775 -1.927 -0.202
9 O -1.474 1.683 -2.487
10 O -0.790 -0.654 -1.977
11 O 0.233 1.694 1.851
12 O 2.127 -4.755 -1.307
13 O -3.232 -0.012 -2.599
14 O -3.570 -5.138 -0.828
15 N 1.742 -5.111 -0.213
16 N -1.727 -3.491 -1.092
17 C 2.239 -0.640 -0.311
18 C -1.956 -0.336 1.308
19 C -0.574 -0.646 1.905
20 C 3.481 -0.589 0.601
21 C 3.269 1.141 -3.586
22 C -0.275 -1.497 4.282
23 C 2.605 -0.325 -1.781
24 C -1.639 0.649 5.366
25 C 1.074 2.531 1.084
26 C -0.442 -1.402 5.656
27 C -4.151 -0.770 -3.356
28 C -2.885 -1.369 1.427
29 C -4.249 -2.218 -2.913
30 C 3.259 0.081 -4.477
31 C 0.597 0.332 1.585
32 C -4.203 -1.205 1.046
33 C 2.947 0.943 -2.252
34 C -0.781 -0.517 3.438
35 C -2.185 2.658 -3.218
36 C 0.239 3.462 0.198
37 C 5.780 -0.054 1.101
38 C -4.625 0.014 0.540
39 C -1.117 -0.323 6.206
40 C -1.510 4.013 -3.086
41 C 4.685 0.006 0.250
42 C 1.203 0.432 0.175
43 C -2.386 0.873 0.780
44 C 4.495 -1.321 2.669
45 C 2.000 3.337 1.996
46 C 2.926 -1.182 -4.018
47 C 3.410 -1.282 1.810
48 C 5.686 -0.699 2.323
49 C 2.611 -1.383 -2.684
50 C -1.471 0.556 3.994
51 C -3.709 1.041 0.400
52 H 2.913 -2.016 -4.708
53 H -2.184 1.488 5.783
54 H 3.531 2.135 -3.932
55 H 3.510 0.242 -5.519
56 H -2.054 4.747 -3.682
57 H 6.715 0.402 0.797
58 H -5.660 0.161 0.253
59 H -0.042 -2.171 6.307
60 H -4.028 1.989 -0.017
61 H 2.356 -2.372 -2.327
62 H -5.120 -0.264 -3.245
63 H 2.693 3.910 1.382
64 H -0.484 3.952 -3.447
65 H 4.782 0.502 -0.704
66 H -3.867 -0.730 -4.417
67 H 1.409 4.006 2.621
68 H -2.210 2.358 -4.276
69 H -0.280 2.868 -0.553
70 H -1.239 -0.240 7.279
71 H -3.221 2.712 -2.858
72 H 6.540 -0.735 2.990
73 H -0.489 4.011 0.796
74 H -4.876 -2.775 -3.611
75 H 2.500 -1.822 2.037
76 H 2.565 2.652 2.626
77 H 4.417 -1.852 3.609
78 H -4.902 -2.026 1.157
79 H 0.236 -2.340 3.835
80 H 2.951 1.782 -1.576
81 H 1.411 0.066 2.274
82 H -1.874 1.318 3.344
83 H -4.669 -2.293 -1.911
84 H -3.257 -2.664 -2.877
85 H -2.545 -2.309 1.840
86 H -1.497 4.336 -2.045
87 H 0.906 4.161 -0.308
88 H -1.695 1.694 0.686
89 H 0.396 0.482 -0.562

Atomic partial charges in e from the Löwdin method, atoms 1 to 8: Au 1.184; Te 0.298; S 0.716; P 0.100; O -0.167; O -0.219; O -0.032; O -0.290

Question: What is the formula in the third record?
Answer: C5H7BF4N9PtSTe